Record 1
A structure of composition H17NaO9. Source: the Open Molecules 2025 dataset; level of theory: ωB97M-V/def2-TZVPD.

Results
LUMO energy: -2.669 eV
DFT total energy: -23117.264 eV
HOMO energy: -7.51 eV

Element x y z (Å)
Na1 -3.124 0.889 2.858
O1 -0.665 -0.166 0.165
H1 0.299 -0.025 0.094
O2 -3.720 3.424 -0.583
H2 -3.428 4.241 -0.180
H3 -2.939 3.077 -1.015
O3 3.965 -2.471 0.908
H4 4.839 -2.573 0.531
H5 3.392 -2.968 0.325
O4 5.220 2.193 -1.170
H6 4.328 2.304 -0.842
H7 5.728 1.932 -0.402
O5 -0.704 -2.803 2.939
H8 -1.633 -3.035 2.937
H9 -0.595 -2.245 2.169
O6 0.219 3.634 0.940
H10 -0.133 2.763 0.757
H11 -0.428 4.038 1.519
O7 -0.324 1.802 -3.291
H12 0.401 2.420 -3.384
H13 -0.272 1.504 -2.383
O8 -3.892 -2.422 -0.151
H14 -3.055 -1.984 0.002
H15 -4.237 -2.595 0.725
O9 0.617 -3.744 -1.257
H16 0.196 -2.889 -1.347
H17 -0.055 -4.301 -0.864

Force components x, y, z for each atom (eV/Å):
Na 0.57 -0.19 -0.67
O -0.06 0.33 0.40
H -0.65 -0.18 0.27
O -0.27 -0.14 0.40
H 0.06 0.29 -0.03
H 0.28 -0.23 -0.28
O 0.05 0.14 0.24
H 0.21 -0.01 -0.08
H -0.32 -0.13 -0.18
O 0.12 0.07 -0.23
H -0.26 0.01 0.06
H 0.14 -0.09 0.17
O -0.12 -0.02 0.48
H -0.15 -0.23 -0.05
H 0.26 0.45 -0.62
O 0.08 0.29 0.01
H -0.04 -0.68 -0.21
H -0.06 0.19 0.12
O -0.19 0.13 -0.23
H 0.18 0.14 -0.07
H -0.06 -0.37 0.44
O -0.28 -0.01 0.04
H 0.61 0.30 -0.20
H -0.14 -0.20 0.13
O 0.31 -0.20 -0.07
H -0.13 0.46 0.05
H -0.14 -0.13 0.10

Record 2
A structure of composition H17NaO9. Source: the Open Molecules 2025 dataset; level of theory: ωB97M-V/def2-TZVPD.

Results
LUMO energy: -1.061 eV
DFT total energy: -23121.409 eV
HOMO energy: -9.12 eV

Element x y z (Å)
Na1 -2.066 -2.204 -0.448
O1 0.179 -0.279 0.121
H1 -0.526 0.201 -0.328
O2 0.695 -2.714 -0.811
H2 0.553 -1.871 -0.326
H3 1.623 -2.918 -0.672
O3 2.357 1.141 -0.418
H4 2.743 0.690 -1.171
H5 1.587 0.573 -0.143
O4 1.541 3.058 1.446
H6 0.564 3.047 1.440
H7 1.859 2.391 0.798
O5 -2.899 -0.762 -2.284
H8 -3.416 -1.268 -2.921
H9 -2.124 -0.463 -2.783
O6 0.365 0.545 -2.988
H10 1.147 0.646 -3.539
H11 0.666 0.027 -2.230
O7 1.194 -0.942 2.671
H12 0.708 -0.559 3.408
H13 0.761 -0.585 1.878
O8 -1.026 2.577 1.586
H14 -0.790 1.651 1.421
H15 -1.626 2.811 0.871
O9 -1.739 -1.546 1.721
H16 -1.348 -2.262 2.234
H17 -0.983 -0.985 1.469

Force components x, y, z for each atom (eV/Å):
Na 0.47 0.30 -0.07
O -0.84 -0.32 0.36
H 0.18 0.21 -0.07
O -0.35 -0.27 -0.02
H 0.09 0.56 -0.11
H -0.03 -0.18 0.00
O -0.11 -0.40 -0.03
H 0.18 0.10 0.03
H 0.15 0.14 -0.16
O 0.29 -0.26 -0.26
H 0.83 0.01 -0.11
H -0.28 0.77 0.49
O 0.32 -0.46 0.16
H -0.09 0.14 -0.08
H 0.05 0.18 0.02
O -0.25 -0.32 -0.01
H -0.03 0.08 -0.06
H 0.00 0.09 0.18
O -0.34 -0.26 0.12
H 0.16 0.10 0.06
H 0.41 0.24 -0.19
O -0.77 -0.44 -0.03
H 0.06 0.10 0.02
H -0.01 0.06 0.00
O -0.47 -0.49 -0.08
H 0.09 0.15 0.18
H 0.31 0.14 -0.35

Record 3
A cluster of 8 separate species, H17O8 in total at a distorted geometry. Source: the Open Molecules 2025 dataset; level of theory: ωB97M-V/def2-TZVPD.

Results
LUMO energy: -3.431 eV
total charge: +1
DFT total energy: -16646.857 eV
HOMO energy: -13.67 eV

Element x y z (Å)
O1 45.336 21.102 21.793
H1 45.644 20.329 22.361
H2 44.864 20.877 20.888
H3 44.613 21.853 22.135
O2 43.463 18.743 20.853
H4 42.724 18.728 20.299
H5 43.137 18.186 21.589
O3 46.066 22.563 24.548
H6 45.948 23.235 25.144
H7 46.747 22.049 24.917
O4 45.331 18.753 23.200
H8 45.092 18.614 24.031
H9 46.325 18.354 23.331
O5 43.039 22.411 22.166
H10 42.248 22.806 22.089
H11 43.277 22.213 23.142
O6 46.393 23.797 19.356
H12 45.890 23.140 19.213
H13 47.250 23.409 19.742
O7 43.412 21.319 24.793
H14 44.322 21.770 25.068
H15 43.487 20.470 24.650
O8 45.102 21.346 19.107
H16 44.263 21.552 18.848
H17 45.348 20.400 18.702

Force components x, y, z for each atom (eV/Å):
O -2.21 1.86 -0.93
H -1.39 0.45 -0.21
H 1.46 -0.14 1.21
H 1.78 -2.04 -0.63
O 1.19 -0.42 1.97
H -1.78 0.16 -1.75
H 0.67 0.41 -0.34
O -1.17 -1.85 -2.70
H -0.43 3.03 2.22
H 1.56 -1.11 0.64
O 6.18 -0.52 -4.85
H -2.49 -0.71 5.98
H -3.32 1.27 -1.12
O 6.07 -3.04 2.19
H -4.30 2.36 -0.19
H -1.69 0.41 -1.30
O 7.93 6.89 2.77
H -5.63 -7.67 -1.74
H -2.08 1.00 -1.00
O 1.63 8.94 1.56
H -2.45 -1.90 -0.93
H 0.99 -6.92 -0.94
O 4.23 -4.41 0.53
H -3.75 0.70 -1.52
H -0.99 3.25 1.08

Record 4
A cluster of 10 separate species, H18IO9 in total. Source: the Open Molecules 2025 dataset; level of theory: ωB97M-V/def2-TZVPD.

Results
LUMO energy: 2.671 eV
total charge: -1
DFT total energy: -26824.187 eV
HOMO energy: -6.40 eV

Element x y z (Å)
I1 0.276 -0.271 0.030
O1 2.931 2.306 -0.289
H1 2.555 3.077 0.136
H2 2.214 1.674 -0.317
O2 -3.049 -1.115 1.577
H3 -2.324 -0.723 1.090
H4 -3.067 -2.027 1.286
O3 0.298 2.713 -1.847
H5 0.258 2.186 -2.646
H6 0.549 2.092 -1.163
O4 1.518 -0.403 -3.411
H7 1.319 -0.219 -2.493
H8 0.662 -0.515 -3.825
O5 3.363 -1.953 1.279
H9 3.602 -1.470 2.070
H10 2.516 -1.589 1.021
O6 -2.476 2.205 0.642
H11 -1.780 1.669 0.262
H12 -2.067 3.058 0.793
O7 -3.084 -0.276 -1.209
H13 -2.335 0.302 -1.063
H14 -2.701 -1.083 -1.551
O8 0.031 0.810 3.368
H15 0.453 0.727 2.513
H16 -0.438 -0.017 3.486
O9 0.237 -3.849 0.455
H17 0.140 -4.356 -0.351
H18 0.399 -2.954 0.157

Force components x, y, z for each atom (eV/Å):
I 0.12 -0.02 -0.14
O 0.58 0.19 0.04
H -0.11 0.20 0.04
H -0.13 -0.48 0.11
O -0.32 -0.16 0.73
H 0.19 0.19 -0.23
H 0.07 -0.17 -0.11
O -0.29 0.72 -0.18
H 0.08 -0.18 -0.17
H -0.08 -0.34 0.14
O 0.27 0.07 -0.60
H -0.08 -0.04 0.62
H -0.21 -0.08 -0.05
O 0.45 -0.34 0.03
H 0.02 0.15 0.15
H -0.42 0.21 -0.19
O -0.53 0.12 0.06
H 0.45 -0.14 0.04
H 0.16 0.16 0.01
O -0.57 -0.01 -0.38
H 0.24 0.12 -0.05
H 0.22 -0.16 -0.03
O 0.12 0.36 0.65
H 0.04 -0.10 -0.41
H -0.21 -0.20 -0.11
O -0.16 -0.53 0.25
H 0.02 -0.12 -0.17
H 0.06 0.56 -0.06

Record 5
A cluster of 10 separate species, H18NO12 in total at a distorted geometry. Source: the Open Molecules 2025 dataset; level of theory: ωB97M-V/def2-TZVPD.

Results
LUMO energy: 3.027 eV
total charge: -1
DFT total energy: -26352.293 eV
HOMO energy: -7.12 eV

Element x y z (Å)
N1 20.802 26.947 12.396
O1 20.658 25.919 11.685
O2 21.869 27.025 13.058
O3 20.020 27.920 12.360
O4 22.115 30.242 11.321
H1 22.017 29.362 11.692
H2 21.201 30.585 11.256
O5 24.321 28.116 14.193
H3 24.520 28.988 13.840
H4 23.450 27.904 13.828
O6 19.560 31.193 11.437
H5 18.988 30.414 11.288
H6 18.967 31.852 11.806
O7 21.639 23.415 12.453
H7 22.402 23.603 13.005
H8 21.253 24.288 12.262
O8 18.513 28.765 10.123
H9 18.859 28.425 10.970
H10 17.603 28.452 10.104
O9 21.844 27.068 16.145
H11 22.077 26.751 15.262
H12 21.946 26.303 16.717
O10 20.157 29.424 15.131
H13 20.437 28.894 14.372
H14 20.855 29.294 15.781
O11 17.333 26.292 13.023
H15 17.773 26.992 13.518
H16 18.015 25.954 12.430
O12 21.813 24.252 9.303
H17 21.648 23.430 8.832
H18 21.001 24.419 9.794

Force components x, y, z for each atom (eV/Å):
N 1.89 -0.54 -0.93
O -1.23 0.93 0.54
O -0.78 0.20 0.36
O -0.16 -0.58 0.28
O -0.07 0.15 -0.18
H -0.07 -0.08 0.07
H 0.56 -0.10 0.22
O 0.03 0.03 0.01
H -0.06 0.00 -0.03
H 0.08 0.04 -0.08
O -0.83 -0.25 -0.06
H 0.33 0.32 -0.28
H 0.17 0.08 0.11
O -0.18 -0.22 0.18
H 0.01 0.10 -0.08
H 0.27 0.03 0.00
O -0.23 0.17 0.41
H 0.26 -0.38 -0.25
H 0.01 -0.01 -0.03
O 0.02 -0.15 0.08
H -0.09 0.13 -0.07
H 0.01 0.03 -0.01
O -0.02 0.13 -0.04
H -0.06 0.06 -0.04
H -0.02 -0.22 -0.04
O -0.06 -0.01 -0.06
H 0.09 -0.03 -0.08
H 0.08 0.09 0.07
O -0.09 -0.03 -0.28
H 0.01 -0.02 0.07
H 0.17 0.12 0.13